Entry 1:
Entry from the Open Molecules 2025 dataset: the molecule C4H6S2 at a distorted geometry (wB97M-V/def2-TZVPD).

Results
- SMILES: C1S[C@@H]1[C@@H]1CS1
- Net charge: 0
- HOMO-LUMO gap: 0.3463 Eh
- Highest occupied orbital energy: -8.6 eV
- DFT total energy: -25913.07453 eV

Last column: Löwdin charge in e.
Cartesian coordinates (Å):
S  1.742  -0.335  -1.026  0.86
S  -1.500  0.766  -0.861  0.82
C  1.411  1.111  0.013  -0.40
C  -0.653  -0.197  0.363  -0.74
C  -1.499  -1.026  -0.441  -0.35
C  0.725  -0.114  0.395  -0.72
H  -0.895  -1.553  -1.096  0.04
H  1.063  -0.512  1.290  0.10
H  -2.621  -1.162  -0.122  0.12
H  2.194  1.190  0.721  0.06
H  -1.161  -0.183  1.331  0.13
H  1.193  2.016  -0.566  0.09

***

Entry 2:
Entry from the Open Molecules 2025 dataset: the molecule C4H6S2 at a distorted geometry (wB97M-V/def2-TZVPD).

Results
- SMILES: S=C1CC(S)C1
- Net charge: 0
- HOMO-LUMO gap: 0.3121 Eh
- Highest occupied orbital energy: -8.7 eV
- DFT total energy: -25914.03512 eV

Last column: Löwdin charge in e.
Cartesian coordinates (Å):
S  2.353  -0.259  -0.054  0.74
S  -2.971  -0.196  0.086  0.73
C  -0.336  -1.085  -0.180  -0.23
C  -1.394  -0.033  -0.171  -0.84
C  -0.384  1.005  -0.250  -0.20
C  0.595  0.003  0.333  -0.68
H  -0.511  2.044  0.235  0.15
H  -0.144  -1.388  -1.208  0.12
H  2.800  0.733  0.691  -0.16
H  -0.068  1.221  -1.263  0.12
H  -0.576  -2.042  0.327  0.13
H  0.637  -0.003  1.453  0.11

***

Entry 3:
Entry from the Open Molecules 2025 dataset: the molecule C4H6S2 (wB97M-V/def2-TZVPD).

Results
- SMILES: C1S[C@@H]2C[C@H]2S1
- Net charge: 0
- HOMO-LUMO gap: 0.3415 Eh
- Highest occupied orbital energy: -8.5 eV
- DFT total energy: -25913.06323 eV

Last column: Löwdin charge in e.
Cartesian coordinates (Å):
S  1.132  -0.686  0.976  0.82
S  -0.729  1.432  -0.344  0.82
C  -0.338  -0.129  -1.093  -0.66
C  -0.328  -1.113  0.043  -0.66
C  0.589  1.117  0.946  -0.67
C  -0.818  -1.556  -1.315  -0.08
H  0.161  1.402  1.910  0.02
H  -0.216  -2.090  -2.043  0.10
H  -1.219  -1.014  0.685  0.10
H  0.614  -0.024  -1.581  0.08
H  1.463  1.712  0.731  0.02
H  -1.879  -1.843  -1.297  0.11

***

Entry 4:
Entry from the Open Molecules 2025 dataset: a cluster of 2 separate species, C4H6S2 in total at a distorted geometry (wB97M-V/def2-TZVPD).

Results
- Net charge: 0
- HOMO-LUMO gap: 0.2751 Eh
- Highest occupied orbital energy: -8.5 eV
- DFT total energy: -25910.52915 eV

Last column: Löwdin charge in e.
Cartesian coordinates (Å):
S  1.937  0.599  0.393  0.76
S  -2.018  0.703  0.850  0.81
C  0.776  0.072  -1.746  -0.24
C  -0.543  -0.577  0.419  -0.38
C  -0.917  0.066  1.944  -0.58
C  0.578  0.051  -0.280  -0.95
H  0.166  0.431  2.224  0.06
H  -1.288  -0.545  2.741  0.04
H  0.275  1.504  -2.105  0.21
H  1.910  -0.012  -2.147  0.08
H  0.064  -0.818  -2.387  0.13
H  -0.941  -1.473  0.094  0.06

***

Entry 5:
Entry from the Open Molecules 2025 dataset: a structure of composition C4H6S2 at a distorted geometry (wB97M-V/def2-TZVPD).

Results
- Net charge: 0
- HOMO-LUMO gap: 0.3025 Eh
- Highest occupied orbital energy: -8.7 eV
- DFT total energy: -25913.01842 eV

Last column: Löwdin charge in e.
Cartesian coordinates (Å):
S  -1.435  -1.000  2.141  0.72
S  0.435  1.896  0.987  0.76
C  0.789  0.097  0.695  -0.54
C  -0.581  -0.569  0.822  -0.90
C  0.440  -0.162  -0.880  -0.18
C  -1.034  -0.573  -0.558  -0.21
H  -1.717  0.185  -0.949  0.12
H  1.475  2.300  0.325  -0.17
H  0.428  0.695  -1.650  0.14
H  -1.407  -1.471  -1.053  0.12
H  0.962  -0.963  -1.007  0.03
H  1.645  -0.435  1.127  0.11

***

Entry 6:
Entry from the Open Molecules 2025 dataset: the molecule C4H6S2 at a distorted geometry (wB97M-V/def2-TZVPD).

Results
- Net charge: 0
- HOMO-LUMO gap: 0.2959 Eh
- Highest occupied orbital energy: -8.0 eV
- DFT total energy: -25912.25586 eV

Last column: Löwdin charge in e.
Cartesian coordinates (Å):
S  -2.473  -0.160  -0.155  0.54
S  -1.072  1.503  -0.616  0.71
C  0.042  0.527  -1.574  -0.42
C  1.337  0.392  0.664  -0.09
C  0.177  0.013  -0.238  -0.62
C  -0.952  -0.973  0.318  -0.56
H  1.668  -0.454  1.294  0.08
H  -0.542  0.147  -2.474  0.06
H  1.011  1.209  1.414  0.11
H  2.271  0.745  0.184  0.08
H  -0.736  -1.860  -0.171  0.05
H  -0.733  -1.090  1.354  0.06

***

Entry 7:
Entry from the Open Molecules 2025 dataset: a cluster of 34 separate species, C4H72BN2O36 in total at a distorted geometry (wB97M-V/def2-TZVPD).

Results
- Net charge: +1
- HOMO-LUMO gap: 0.2905 Eh
- Highest occupied orbital energy: -12.2 eV
- DFT total energy: -82679.83932 eV

Last column: Löwdin charge in e.
Cartesian coordinates (Å):
O  4.725  1.726  -0.753  -0.06
O  -1.857  0.936  5.827  -0.07
O  5.972  2.865  1.710  -0.05
O  3.206  -7.402  -3.731  -0.04
O  1.891  -3.394  -0.715  0.21
O  -4.896  1.968  9.609  -0.05
O  1.589  5.930  1.150  -0.06
O  3.637  6.026  3.076  -0.07
O  2.373  -2.283  2.206  -0.05
O  -4.510  0.180  -4.549  -0.05
O  0.897  -4.081  -2.787  0.16
O  3.069  3.648  0.711  -0.06
O  -3.120  -0.088  8.298  -0.06
O  -0.872  -5.232  3.042  -0.04
O  2.282  0.002  -0.787  -0.04
O  1.108  -6.405  1.112  -0.07
O  3.034  9.176  2.164  -0.06
O  -1.429  -0.612  2.990  -0.06
O  -3.192  -1.455  0.949  -0.07
O  5.422  -2.574  -0.913  -0.04
O  -3.336  3.457  6.119  -0.04
O  0.779  -7.049  -1.726  -0.05
O  -7.266  0.649  3.141  -0.05
O  4.980  5.247  -2.031  -0.04
O  -1.944  0.148  -7.036  -0.04
O  4.138  3.691  4.158  -0.03
O  -5.996  -2.184  2.004  -0.05
O  -0.487  0.429  0.525  -0.06
O  5.167  6.565  0.550  -0.06
O  2.602  -2.310  -2.713  0.24
O  -0.632  -3.281  -6.105  -0.04
O  -9.177  0.395  5.376  -0.07
O  0.963  1.310  -7.264  -0.06
O  1.332  2.191  -10.077  -0.06
O  1.297  -0.670  -5.321  -0.05
O  -5.302  -2.371  -3.260  -0.05
N  -1.011  -4.072  -1.536  0.21
N  -0.324  -3.531  -2.513  -0.09
C  -2.152  -3.482  -1.274  -0.04
C  -2.700  -2.376  -1.946  0.03
C  -1.927  -1.859  -2.968  0.06
C  -0.722  -2.482  -3.198  0.03
B  1.853  -3.230  -2.071  -0.75
H  -6.686  -0.089  2.916  0.02
H  -5.175  -1.911  1.574  -0.01
H  -0.366  1.204  1.080  0.04
H  2.381  4.243  1.064  0.01
H  1.134  6.619  0.657  0.06
H  -8.009  0.558  2.536  0.05
H  -8.335  0.471  4.906  -0.01
H  1.136  -2.942  -0.311  0.12
H  0.011  1.458  -7.323  0.03
H  2.425  -3.242  2.113  0.04
H  -2.526  1.560  6.137  -0.01
H  -3.855  4.022  5.538  0.05
H  4.655  -2.682  -1.484  0.00
H  -6.005  -3.142  1.928  0.04
H  -9.067  -0.357  5.964  0.03
H  -2.268  -1.416  1.239  0.01
H  -2.771  4.064  6.607  0.05
H  2.247  -2.215  -3.613  0.11
H  -0.857  -5.330  4.000  0.06
H  3.498  -7.293  -4.641  0.04
H  5.772  5.892  0.226  0.02
H  3.779  2.814  3.987  0.07
H  5.849  5.401  -2.417  0.05
H  0.080  -3.928  -6.154  0.05
H  5.736  2.025  2.115  0.04
H  -3.540  -0.620  1.282  0.06
H  0.278  -6.002  1.396  -0.01
H  -1.430  0.188  3.533  0.03
H  3.153  -1.959  1.742  0.03
H  -2.565  0.313  8.972  0.04
H  0.775  -6.089  -1.694  0.00
H  -0.067  -2.117  -3.970  0.11
H  -5.991  -1.743  -3.007  0.06
H  1.144  0.728  -8.009  0.04
H  4.512  6.198  2.704  0.03
H  2.114  6.392  1.823  0.01
H  3.713  5.157  3.496  -0.02
H  3.108  8.313  2.588  0.00
H  -5.842  2.053  9.456  0.05
H  -2.704  -3.906  -0.447  0.13
H  1.275  0.297  -5.289  0.05
H  5.037  4.367  -1.642  0.02
H  -0.180  -2.425  -6.142  0.01
H  0.741  2.882  -10.391  0.04
H  2.071  -0.857  -5.862  0.06
H  0.355  0.326  0.066  -0.01
H  -2.134  0.092  6.202  0.02
H  -1.345  -4.406  2.895  0.03
H  5.654  1.780  -0.505  0.04
H  2.310  -0.952  -0.877  0.00
H  4.483  6.598  -0.128  0.03
H  -3.721  0.625  8.052  0.01
H  1.570  -7.269  -2.235  0.02
H  0.876  -6.971  0.362  0.00
H  -5.142  0.881  -4.359  0.05
H  -2.238  -0.995  -3.535  0.13
H  -4.938  -0.642  -4.280  -0.01
H  -0.567  -1.009  3.158  0.05
H  4.631  3.595  4.981  0.08
H  3.079  0.314  -1.240  0.03
H  6.012  -3.297  -1.150  0.04
H  -2.624  0.756  -6.727  0.04
H  3.912  -7.904  -3.309  0.05
H  -4.726  2.517  10.380  0.04
H  -3.638  -1.932  -1.681  0.10
H  1.889  2.628  -9.425  0.03
H  2.780  2.752  0.917  0.04
H  3.914  9.342  1.811  0.04
H  -5.659  -3.208  -2.941  0.07
H  4.349  2.537  -0.389  -0.01
H  5.281  3.473  2.003  0.00
H  -2.214  -0.701  -6.671  0.03

***

Entry 8:
Entry from the Open Molecules 2025 dataset: a cluster of 2 separate species, C4H7Br in total at a distorted geometry (wB97M-V/def2-TZVPD).

Results
- SMILES: CC1C=C1.Br
- Net charge: 0
- HOMO-LUMO gap: 0.3709 Eh
- Highest occupied orbital energy: -9.5 eV
- DFT total energy: -74300.70859 eV

Last column: Löwdin charge in e.
Cartesian coordinates (Å):
Br  -1.255  2.322  1.412  0.39
C  0.725  -0.930  0.899  -0.05
C  -0.761  -0.016  -1.138  -0.13
C  1.171  -1.588  -0.137  -0.04
C  0.609  -0.186  -0.452  -0.33
H  0.544  -0.689  1.962  0.09
H  -1.368  0.708  -0.629  -0.04
H  -1.394  -0.826  -1.296  0.04
H  -0.628  0.441  -2.200  0.10
H  1.683  -2.491  -0.511  0.10
H  -0.713  2.571  2.733  -0.25
H  1.389  0.682  -0.644  0.14

***

Entry 9:
Entry from the Open Molecules 2025 dataset: the molecule C4H7Br at a distorted geometry (wB97M-V/def2-TZVPD).

Results
- Net charge: 0
- HOMO-LUMO gap (spin up / spin down): 0.3328 / 0.2797 Eh
- Highest occupied orbital energy (spin up / spin down): -8.6 / -7.9 eV
- DFT total energy: -74299.42351 eV

Last column: Löwdin charge in e.
Cartesian coordinates (Å):
Br  -0.238  2.153  3.039  0.52
C  -0.481  -0.106  0.968  -0.35
C  0.707  -0.377  0.124  -0.14
C  -0.754  1.410  1.288  -0.48
C  0.389  -0.633  -1.313  -0.10
H  1.363  -0.563  -1.959  0.12
H  -0.306  0.131  -1.521  0.06
H  -0.310  -0.721  1.899  0.12
H  -0.103  -1.493  -1.235  0.03
H  1.667  -0.127  0.551  0.09
H  -0.300  2.220  0.578  0.05
H  -1.400  -0.264  0.506  0.07

***

Entry 10:
Entry from the Open Molecules 2025 dataset: a cluster of 2 separate species, C4H7Br2NO2 in total at a distorted geometry (wB97M-V/def2-TZVPD).

Results
- SMILES: [O-]/[N+](O)=C\Br.C/C=C\Br
- Net charge: 0
- HOMO-LUMO gap: 0.3494 Eh
- Highest occupied orbital energy: -8.9 eV
- DFT total energy: -149926.74529 eV

Last column: Löwdin charge in e.
Cartesian coordinates (Å):
Br  -2.152  -1.638  0.554  0.77
Br  1.658  1.068  -1.010  0.77
O  -0.514  -0.365  -2.928  0.00
O  0.140  -1.705  -1.291  -0.05
N  -0.744  -1.011  -1.669  -0.48
C  1.281  0.046  1.968  -0.14
C  0.224  0.915  1.465  -0.28
C  -1.880  -0.776  -1.088  -0.55
C  0.280  1.428  0.231  -0.57
H  1.084  -0.922  2.392  0.07
H  0.458  -0.539  -3.023  0.10
H  2.076  -0.149  1.166  0.06
H  1.645  0.487  2.830  0.05
H  -0.493  1.251  2.196  0.11
H  -2.584  -0.203  -1.678  0.09
H  -0.478  2.115  -0.116  0.05

***

Entry 11:
Entry from the Open Molecules 2025 dataset: a structure of composition C4H7BrCuMgN (wB97M-V/def2-TZVPD).

Results
- Net charge: +2
- HOMO-LUMO gap: 0.1636 Eh
- Highest occupied orbital energy: -16.0 eV
- DFT total energy: -125859.68400 eV

Last column: Löwdin charge in e.
Cartesian coordinates (Å):
Br  3.319  -1.613  1.026  0.23
Cu  2.842  1.141  1.117  0.64
Mg  5.233  -2.885  1.391  1.11
N  -2.122  3.237  0.489  0.16
C  -2.017  2.152  0.142  -0.23
C  -1.853  0.772  -0.322  -0.18
C  -0.179  -1.109  -0.546  -0.11
C  -0.383  0.360  -0.223  -0.29
H  -2.501  0.121  0.267  0.13
H  -0.698  -1.745  0.173  0.09
H  -0.006  0.566  0.788  0.09
H  0.180  0.990  -0.922  0.11
H  -0.516  -1.372  -1.547  0.09
H  0.891  -1.320  -0.477  0.00
H  -2.191  0.704  -1.358  0.13

***

Entry 12:
Entry from the Open Molecules 2025 dataset: the molecule C4H7BrN2 at a distorted geometry (wB97M-V/def2-TZVPD).

Results
- SMILES: C=N/C=C/N(C)Br
- Net charge: 0
- HOMO-LUMO gap (spin up / spin down): 0.2514 / 0.2513 Eh
- Highest occupied orbital energy (spin up / spin down): -8.1 / -8.1 eV
- DFT total energy: -77280.27072 eV

Last column: Löwdin charge in e.
Cartesian coordinates (Å):
Br  -2.891  -1.935  0.745  0.54
N  1.125  1.276  1.226  -0.05
N  -1.619  -0.594  -0.211  -0.44
C  2.385  1.449  1.336  -0.02
C  0.501  0.488  0.344  -0.21
C  -1.180  -1.074  -1.546  -0.17
C  -0.726  0.043  0.511  -0.28
H  -1.332  0.269  1.442  0.12
H  -0.902  -0.221  -2.177  0.07
H  1.140  0.325  -0.529  0.11
H  2.992  0.950  0.539  0.08
H  -2.063  -1.554  -2.192  0.12
H  2.740  2.130  2.017  0.03
H  -0.171  -1.552  -1.504  0.08